A 3-piece molecular cluster, C15H40BNO8P overall in a non-equilibrium geometry, computed with ωB97M-V with the def2-TZVPD basis set.

Values from the calculation:
Energy relative to the best compared isomer or geometry (same formula, charge and spin) ... 0.0 kJ/mol
E_tot ... -1618.25169 Ha
HOMO-LUMO gap ... 0.214 Eh
Total charge ... -1
E_HOMO ... -0.1246 Ha

Geometry as XYZ:
```
66
Properties=species:S:1:pos:R:3:forces:R:3
C 2.505 1.317 2.609 -0.031 0.214 -0.524
C 1.176 1.823 2.003 0.308 -0.417 -0.100
O 0.879 3.133 2.469 -0.344 -0.545 0.861
C -0.019 0.850 2.193 -0.119 0.477 -0.156
O -0.948 1.320 3.102 -0.054 -0.323 -0.138
B -2.304 0.694 2.904 1.041 0.425 0.748
P -3.553 2.028 2.236 -0.735 -1.639 -0.269
N -4.781 1.291 1.483 0.128 0.464 0.131
H 2.971 2.138 3.151 0.012 -0.093 0.249
H 2.398 0.430 3.229 -0.121 0.095 0.241
H 3.188 1.053 1.797 0.062 -0.089 0.050
H 1.335 1.909 0.924 0.003 -0.129 -0.066
H 1.127 3.717 1.776 0.218 0.826 -0.733
H 0.361 -0.143 2.481 0.132 -0.059 0.003
H -0.497 0.712 1.215 0.048 -0.020 -0.124
H -2.679 0.298 3.983 -0.473 -0.067 0.189
H -2.289 -0.214 2.106 -0.143 0.022 -0.239
H -2.788 2.908 1.399 -0.242 0.346 0.267
H -4.076 2.847 3.283 0.500 0.313 -0.230
H -5.652 1.550 1.926 -0.200 0.146 -0.211
C 1.912 -4.914 0.049 -0.171 0.199 -0.072
O 0.518 -4.874 0.263 0.212 -0.242 0.290
C -0.139 -6.121 0.143 -0.115 0.163 0.024
C -1.075 -6.407 1.308 -0.142 0.001 0.025
O -0.455 -6.625 2.568 0.042 -0.034 -0.067
C 0.166 -5.530 3.235 0.092 0.087 0.062
C -0.761 -4.422 3.711 0.040 0.111 -0.252
O -1.288 -3.669 2.640 -0.166 -0.546 -0.080
C -2.678 -3.404 2.734 0.060 0.275 0.019
H 2.139 -4.778 -1.014 0.126 -0.090 -0.004
H 2.362 -4.093 0.609 -0.048 0.047 -0.050
H 2.357 -5.850 0.403 -0.024 -0.038 -0.020
H 0.582 -6.942 0.054 0.061 0.037 0.047
H -0.736 -6.096 -0.778 -0.079 -0.182 0.020
H -1.578 -7.351 1.079 0.067 -0.042 0.011
H -1.861 -5.656 1.384 0.140 0.246 -0.052
H 0.988 -5.129 2.641 -0.094 0.170 -0.135
H 0.617 -5.972 4.128 -0.059 -0.052 0.002
H -0.189 -3.740 4.351 0.067 -0.139 0.195
H -1.561 -4.873 4.309 -0.034 0.030 0.002
H -3.225 -4.249 3.170 0.075 -0.035 0.026
H -3.057 -3.240 1.725 0.072 0.117 0.009
H -2.855 -2.501 3.324 -0.099 -0.013 -0.027
C -0.425 1.266 -3.816 -0.059 0.070 -0.209
O -0.341 2.650 -4.099 0.259 -0.121 0.264
C -0.786 3.491 -3.048 0.081 0.046 -0.097
C 0.202 4.609 -2.744 -0.111 0.130 0.026
O 1.451 4.219 -2.183 -0.007 -0.009 -0.149
C 2.360 3.482 -2.989 -0.011 -0.125 0.054
C 2.931 4.210 -4.198 -0.176 -0.110 0.015
O 1.967 4.411 -5.218 -0.085 0.283 0.253
C 1.965 5.707 -5.776 -0.019 -0.238 -0.100
H -1.408 0.878 -4.100 -0.004 -0.096 0.125
H 0.337 0.755 -4.407 -0.038 0.040 -0.063
H -0.238 1.049 -2.761 -0.050 0.024 0.023
H -0.977 2.917 -2.136 0.045 -0.024 -0.004
H -1.734 3.944 -3.362 -0.013 0.122 0.181
H -0.260 5.239 -1.980 0.010 -0.082 0.067
H 0.351 5.251 -3.612 0.021 -0.144 -0.200
H 1.936 2.519 -3.273 -0.091 0.032 -0.206
H 3.201 3.266 -2.326 0.015 0.059 0.009
H 3.739 3.601 -4.621 0.149 -0.005 0.170
H 3.352 5.163 -3.860 -0.021 0.039 -0.059
H 2.179 6.475 -5.026 0.037 0.000 0.008
H 0.969 5.896 -6.178 0.016 -0.053 -0.054
H 2.694 5.777 -6.591 0.037 0.143 0.022
```
Forces are in eV/Å.